# C21H34N2O6S

C21H34N2O6S in the gas phase (ωB97M-V with the def2-TZVPD basis set, the OMol25 dataset).

```
64
Properties=species:S:1:pos:R:3:forces:R:3
C 1.2526 -2.1257 6.6785 -0.044 -0.008 0.015
C 0.9587 -1.5421 5.3316 0.028 0.094 -0.050
C 1.1790 -0.1938 5.0727 -0.026 -0.118 -0.039
C 0.8928 0.3416 3.8282 -0.037 0.185 -0.072
C 0.3800 -0.4780 2.8437 -0.067 0.322 -0.439
S 0.0677 0.1713 1.2160 0.399 -0.142 0.371
O -1.0317 -0.5297 0.6141 0.113 -0.338 0.031
O -0.0234 1.6053 1.2791 0.237 -0.058 0.213
N 1.4724 -0.3394 0.4465 -0.713 0.016 0.505
C 1.3360 -0.4534 -0.9996 -0.019 0.194 -0.381
C 2.4751 -1.2686 -1.6216 -0.402 -0.162 0.179
C 2.3777 -2.7768 -1.3642 0.266 0.066 -0.010
C 3.3159 -3.5241 -2.3117 -0.295 0.090 0.106
C 2.7104 -3.1243 0.0840 -0.289 -0.059 -0.127
C 1.3546 0.9829 -1.5357 0.007 -0.229 -0.372
O 2.1615 1.7694 -1.0628 0.220 0.111 0.186
N 0.4658 1.3475 -2.4798 0.009 0.209 0.016
C -0.4445 0.4362 -3.1450 -0.431 -0.329 0.082
C -1.7221 0.1358 -2.3423 -0.067 -0.018 0.120
O -2.8508 0.2656 -3.1871 0.238 0.021 -0.293
C -4.0608 0.5119 -2.4983 -0.123 0.164 0.084
C -4.2928 2.0139 -2.2024 0.035 -0.115 -0.224
O -4.5399 2.3266 -0.8441 -0.152 0.057 0.084
C -3.4347 2.3091 0.0301 0.369 0.278 -0.038
C -2.3556 3.3661 -0.2502 -0.361 -0.106 0.237
O -1.6672 3.0579 -1.4460 0.034 -0.168 -0.142
C -0.3273 3.4858 -1.5164 0.244 0.098 -0.127
C 0.3330 2.7797 -2.7052 0.036 0.430 0.343
C 0.1507 -1.8203 3.0768 -0.077 -0.183 0.011
C 0.4401 -2.3486 4.3207 -0.012 0.128 -0.109
H 0.3210 -2.3344 7.2039 -0.022 -0.030 0.091
H 1.7944 -3.0640 6.5796 0.051 -0.060 0.052
H 1.8402 -1.4401 7.2827 0.044 0.005 0.076
H 1.5779 0.4411 5.8500 0.040 0.060 0.071
H 1.0499 1.3856 3.6080 0.048 0.152 0.051
H 2.2147 0.3230 0.6530 0.110 0.179 0.103
H 0.3751 -0.9373 -1.1666 0.081 -0.047 -0.206
H 2.4525 -1.0909 -2.7001 0.053 0.055 -0.032
H 3.4248 -0.8866 -1.2433 0.112 0.075 -0.067
H 1.3495 -3.0938 -1.5718 -0.016 0.015 -0.024
H 3.0522 -3.3352 -3.3500 0.020 0.002 -0.144
H 3.2597 -4.5955 -2.1347 0.044 -0.128 -0.006
H 4.3438 -3.2047 -2.1552 0.164 0.026 0.010
H 2.0574 -2.5866 0.7646 0.058 -0.087 0.130
H 3.7397 -2.8525 0.3082 0.165 0.048 0.064
H 2.5940 -4.1931 0.2514 0.038 -0.130 0.044
H 0.0904 -0.4823 -3.3938 -0.038 0.036 -0.070
H -0.7604 0.9022 -4.0811 0.104 -0.086 0.054
H -1.7749 0.8517 -1.5206 0.030 -0.151 -0.113
H -1.7086 -0.8749 -1.9112 0.020 0.079 -0.043
H -4.8447 0.1372 -3.1608 0.016 0.018 0.126
H -4.0974 -0.0597 -1.5630 -0.056 0.013 -0.002
H -3.4340 2.5749 -2.5811 -0.167 -0.094 -0.060
H -5.1929 2.3573 -2.7177 0.092 -0.059 -0.024
H -3.8637 2.5158 1.0141 0.143 -0.042 -0.009
H -2.9573 1.3209 0.0642 -0.052 0.043 0.027
H -1.6568 3.3524 0.5947 -0.064 0.047 -0.037
H -2.8145 4.3626 -0.3301 0.035 -0.084 0.051
H 0.2026 3.2309 -0.5907 -0.036 0.078 -0.126
H -0.2766 4.5752 -1.6668 0.034 -0.090 -0.003
H -0.2671 2.9377 -3.6006 0.051 -0.013 -0.014
H 1.3328 3.2003 -2.8435 -0.152 0.035 -0.073
H -0.2608 -2.4228 2.2831 -0.047 -0.182 -0.055
H 0.2640 -3.3961 4.5157 -0.028 -0.115 -0.001
```
Positions in Å, forces in eV/Å.

Values from the calculation:
F_max = 0.9 eV/A
Kohn-Sham gap = 9.58 eV
Relative energy (zero: lowest compared OMol25 entry of this formula, charge and spin) = 30.8 kcal/mol
HOMO = -9.003 eV
E_tot = -48428.243 eV